This record from the Open Molecules 2025 dataset describes C5H9NO as an isolated structure at a distorted geometry. The level of theory is ωB97M-V/def2-TZVPD.

Calculated values
Max |F| in eV/A: 1.81
Orbital gap in eV: 10.72
Highest occupied orbital energy in Eh: -0.369
Net charge: 0
Energy above the lowest of the compared OMol25 structures with the same formula, charge and spin in eV: 4.011

Structure (XYZ):
```
16
C5H9NO ωB97M-V/def2-TZVPD
C 0.51442 -0.27345 2.38169
C 0.33130 -0.37190 -0.32724
C -0.54176 0.71210 0.06129
O -0.13645 1.82473 0.35006
C -0.14056 0.44210 -1.85850
C -0.72420 -0.61952 -2.62475
N -1.20225 -1.55290 -3.10752
H -0.49544 -0.40730 2.77616
H 0.84841 -1.22600 1.95391
H 1.21848 0.02218 3.14797
H 0.01629 -1.42591 -0.20781
H 1.40521 -0.26746 -0.12888
H -1.60230 0.40892 -0.00324
H 0.49482 0.57671 1.70565
H 0.82331 0.81920 -2.17054
H -0.80928 1.33850 -1.94825
```

=====

This record from the Open Molecules 2025 dataset describes H20HeO10Xe as an isolated structure. The level of theory is ωB97M-V/def2-TZVPD.

Calculated values
Max |F| in eV/A: 0.97
Orbital gap in eV: 9.27
Highest occupied orbital energy in Eh: -0.354
Net charge: 0
Energy above the lowest of the compared OMol25 structures with the same formula, charge and spin in eV: 0.697

Structure (XYZ):
```
32
H20HeO10Xe ωB97M-V/def2-TZVPD
He -0.55179 -0.21665 -0.47221
Xe -3.52476 -0.29651 1.26848
O 2.35956 0.73660 1.58113
H 1.48937 0.78629 1.97677
H 2.19228 0.66850 0.64112
O -2.23629 -3.44567 -0.14664
H -2.13293 -3.72759 0.76225
H -1.45210 -3.77026 -0.58925
O 0.16966 -2.52702 2.60194
H -0.66011 -2.84660 2.24756
H 0.01751 -1.59656 2.76728
O -1.32912 -0.49298 -3.85458
H -0.79716 -1.05304 -3.28927
H -1.21315 -0.85809 -4.73178
O -1.31482 3.06442 -0.19473
H -2.19611 2.79189 -0.45025
H -1.41396 3.38858 0.70044
O 1.86088 0.21959 -1.12439
H 1.27780 -0.52348 -1.27958
H 2.70647 -0.06184 -1.47368
O 0.79637 2.61136 -1.98377
H 0.10169 2.71010 -1.33269
H 1.26119 1.81720 -1.72020
O 0.43870 -2.07951 -2.05235
H 0.50015 -2.78814 -1.41180
H 0.82410 -2.44268 -2.84972
O 1.13410 3.40945 1.52561
H 0.25263 3.05668 1.40395
H 1.69062 2.63669 1.62236
O -0.01905 0.22796 2.90385
H -0.86180 0.31547 3.34921
H 0.63005 0.28584 3.60495
```

=====

This record from the Open Molecules 2025 dataset describes an isolated molecule of C2H2FIO at a distorted geometry. The level of theory is ωB97M-V/def2-TZVPD.

Calculated values
Max |F| in eV/A: 4.06
SMILES: O=C[C@@H](F)I
Orbital gap in eV: 9.80
Highest occupied orbital energy in Eh: -0.369
Net charge: 0
Energy above the lowest of the compared OMol25 structures with the same formula, charge and spin in eV: 0.713

Structure (XYZ):
```
7
C2H2FIO ωB97M-V/def2-TZVPD
O -1.99286 1.27084 0.25306
C -1.10346 0.53213 0.63070
C 0.36669 0.90543 0.48093
F 0.48718 2.21277 0.24076
I 1.64533 0.37600 2.09834
H -1.48706 -0.49566 0.92627
H 1.07914 0.33090 -0.43555
```

=====

This record from the Open Molecules 2025 dataset describes an isolated ion of composition C5H8NO and charge +1 at a distorted geometry. The level of theory is ωB97M-V/def2-TZVPD.

Calculated values
Max |F| in eV/A: 5.71
SMILES: C[C@@H]1C/[N+]1=C1/CO1
Orbital gap in eV: 11.67
Highest occupied orbital energy in Eh: -0.583
Net charge: +1
Energy above the lowest of the compared OMol25 structures with the same formula, charge and spin in eV: 3.823

Structure (XYZ):
```
15
C5H8NO ωB97M-V/def2-TZVPD
C -1.75876 0.69906 0.52844
C -1.07687 -0.18539 -0.50946
C -0.64948 -1.51403 -0.05837
N 0.29552 -0.49808 -0.18542
C 1.49650 0.00766 0.10557
C 2.60990 0.88707 -0.30417
O 2.60546 -0.32162 0.56620
H -1.98574 1.62667 0.14400
H -1.28928 0.50066 1.53751
H -2.76803 0.21775 0.69861
H -1.26662 -0.03187 -1.51276
H -0.96527 -1.63390 1.01510
H -0.58591 -2.37878 -0.84652
H 2.79794 0.75238 -1.40717
H 2.54065 1.87242 0.22845
```

=====

This record from the Open Molecules 2025 dataset describes an isolated molecule of C5H9NO at a distorted geometry. The level of theory is ωB97M-V/def2-TZVPD.

Calculated values
Max |F| in eV/A: 1.11
SMILES: C[C@H](C#N)CCO
Orbital gap in eV: 11.41
Highest occupied orbital energy in Eh: -0.398
Net charge: 0
Energy above the lowest of the compared OMol25 structures with the same formula, charge and spin in eV: 1.345

Structure (XYZ):
```
16
C5H9NO ωB97M-V/def2-TZVPD
C -1.64129 -0.47585 -0.54925
C -0.39757 -0.63327 0.33497
C -0.70275 -1.32465 1.59685
N -0.89897 -1.89674 2.58373
C 0.29376 0.72219 0.59486
C 1.39955 1.05793 -0.44279
O 1.43752 0.17275 -1.55158
H -1.32091 -0.14747 -1.54242
H -2.31992 0.27726 -0.13424
H -2.19129 -1.41583 -0.64883
H 0.30463 -1.28184 -0.19881
H -0.47490 1.50355 0.58340
H 0.72640 0.73583 1.60036
H 2.37404 1.07502 0.06011
H 1.23077 2.06035 -0.84757
H 2.18091 -0.42921 -1.43881
```

=====

This record from the Open Molecules 2025 dataset describes C12H38CuO18P4 as an isolated structure at a distorted geometry. The level of theory is ωB97M-V/def2-TZVPD.

Calculated values
Max |F| in eV/A: 2.83
Expectation value of S²: 0.7527
Orbital gap (spin up / spin down) in eV: 9.03 / 9.43
Highest occupied orbital energy (spin up / spin down) in Eh: -0.305 / -0.320
Net charge: 0
Spin multiplicity: 2
Energy above the lowest of the compared OMol25 structures with the same formula, charge and spin in eV: 0.000

Structure (XYZ):
```
73
C12H38CuO18P4 ωB97M-V/def2-TZVPD
Cu 0.28085 -0.38271 -1.00797
O -0.39053 -2.06037 -1.37747
H 0.00130 -2.42628 -2.12945
O 0.53500 0.15790 -2.68210
H 0.23263 -0.49716 -3.31424
C -3.13301 3.11549 0.68798
O -4.21444 2.70052 -0.15662
P -4.08571 1.85303 -1.46946
O -3.22180 2.47228 -2.49340
O -3.48969 0.49928 -0.89371
C -3.41063 -0.53834 -1.89113
O -5.58377 1.65125 -1.88677
C -6.11927 1.91927 -3.20675
H -2.31947 2.36486 0.61826
H -3.57671 3.15542 1.67624
H -2.59651 4.07225 0.35763
H -2.40185 -1.09712 -1.75944
H -3.30456 -0.11026 -2.96112
H -4.26573 -1.23589 -1.79858
H -6.49326 0.99723 -3.67782
H -5.53042 2.41895 -3.92870
H -7.07752 2.48444 -3.16160
C 3.16943 1.97562 -2.38615
O 2.56525 3.08563 -1.71985
P 1.26631 2.76908 -0.83691
O 1.19142 1.38061 -0.25225
O 1.38798 3.82966 0.31213
C 1.86374 3.37814 1.62671
O 0.08896 3.44432 -1.58693
C -0.17791 3.13739 -2.99196
H 3.13271 1.08406 -1.71289
H 4.13522 2.27347 -2.67575
H 2.57399 1.65899 -3.18189
H 2.93508 3.49594 1.66335
H 1.68350 2.30454 1.75247
H 1.34613 4.05817 2.28771
H 0.71328 3.45875 -3.45604
H -1.09040 3.77495 -3.16505
H -0.31026 2.06941 -3.16301
C 2.89556 -2.98575 -1.18366
O 2.95622 -1.93601 -0.19281
P 3.33127 -2.42090 1.33484
O 2.33508 -3.31030 1.92179
O 4.74887 -3.12446 1.28858
C 4.82280 -4.58501 1.29402
O 3.65450 -1.07887 2.10266
C 4.19699 0.05850 1.34157
H 3.89884 -3.48262 -1.18087
H 2.52065 -2.56500 -2.08660
H 2.21622 -3.71405 -0.81196
H 5.23314 -5.03268 2.24209
H 5.40919 -4.92671 0.50553
H 3.83352 -5.02667 1.20987
H 3.89738 -0.16359 0.29458
H 5.23790 0.13409 1.48362
H 3.64466 0.92780 1.69197
C -0.95356 -3.34433 1.39876
O -1.59404 -2.27139 2.16943
P -0.94628 -0.84938 2.15395
O -0.53039 -0.30347 0.87529
O -1.94924 -0.05219 3.00335
C -3.34413 0.14277 2.67051
O 0.29390 -0.87220 3.10241
C 0.39823 -1.76486 4.20598
H -0.04113 -3.60907 1.92105
H -0.88858 -2.97183 0.38206
H -1.72382 -4.15867 1.46027
H -3.84983 -0.79499 2.61039
H -3.45418 0.71383 1.74695
H -3.66275 0.75820 3.49535
H -0.57918 -1.82757 4.72662
H 1.16168 -1.51165 4.93516
H 0.52117 -2.74376 3.82978
```

=====

For each record above, in turn, the calculated M values are 99.13, 315.44, 187.94, 98.12, 99.13, 657.86 g mol⁻¹.